--- a ---
C4H10N | ωB97M-V/def2-TZVPD

```
15
C4H10N | the Open Molecules 2025 dataset | ωB97M-V/def2-TZVPD
C -2.70663 0.27509 0.25726
C -2.14387 -0.82580 -0.05175
C 0.80171 1.16906 -0.18941
C 0.68501 -0.36161 -0.53944
N 1.62895 -1.17077 0.32512
H -3.79191 0.30351 0.47522
H -2.04626 1.14258 0.57332
H -0.93072 -0.75299 -0.48208
H 0.13892 1.88542 -0.91180
H 0.09255 1.38147 0.63543
H 1.84295 1.47220 -0.12564
H 0.97545 -0.49722 -1.52214
H 2.09305 -1.90473 -0.22491
H 1.06670 -1.62653 1.03067
H 2.29409 -0.48965 0.75014
```

## Properties
Total charge: +1
HOMO-LUMO gap (spin up / spin down), eV: 7.78 / 8.66
LUMO energy (spin up / spin down), eV: -5.630 / -5.015


--- b ---
C4H10N | ωB97M-V/def2-TZVPD

```
15
C4H10N | the Open Molecules 2025 dataset | ωB97M-V/def2-TZVPD
C -0.54461 0.29077 -1.96304
C -0.82681 0.99223 -0.66603
C 0.05857 0.57647 0.38302
C 0.12444 -0.70739 0.84258
N 1.06123 -0.97580 1.88166
H -0.83107 -0.82469 -2.07729
H 0.50710 0.11216 -2.36512
H -0.94979 0.71303 -2.81423
H -1.92067 1.08207 -0.34529
H -0.71196 2.14333 -0.79365
H 0.56489 1.44528 0.96327
H -0.49959 -1.53390 0.54502
H 0.49154 -1.37488 2.72573
H 1.63423 -1.79665 1.67636
H 1.84251 -0.14202 2.00702
```

## Properties
Total charge: +1
HOMO-LUMO gap, eV: 10.26
LUMO energy, eV: -4.067
SMILES: CC/C=C/[NH3+]


--- c ---
C4H10N | ωB97M-V/def2-TZVPD

```
15
C4H10N | the Open Molecules 2025 dataset | ωB97M-V/def2-TZVPD
C 0.40993 -1.89365 1.33970
C 1.73150 -1.27343 0.69455
C 1.29671 0.08443 0.21868
C 0.02547 0.44081 0.00351
N -2.77419 2.31330 -1.94090
H 0.04575 -0.84964 1.63625
H -0.25029 -2.44040 0.70362
H 0.50810 -2.48952 2.21828
H 2.63000 -1.02561 1.43914
H 2.09024 -1.83719 -0.21442
H 2.21581 0.68870 0.10558
H -0.09571 1.10929 -0.87708
H -1.83781 2.22296 -1.58055
H -3.40575 2.85310 -1.27873
H -3.26270 1.42625 -2.10447
```

## Properties
Total charge: +1
HOMO-LUMO gap, eV: 3.98
LUMO energy, eV: -8.983


--- d ---
C4H10N | ωB97M-V/def2-TZVPD

```
15
C4H10N | the Open Molecules 2025 dataset | ωB97M-V/def2-TZVPD
C -1.10303 -0.57939 0.73512
C -0.01611 0.07223 0.04235
C 0.01476 1.55719 0.02431
C 1.52247 -0.78456 0.06877
N -1.12564 -0.59890 -0.71125
H -1.16628 -1.62293 1.13919
H -1.92295 0.07942 1.05308
H 0.32421 1.78848 -0.96332
H 0.77412 1.89588 0.67998
H -0.95341 2.16708 0.09197
H 1.72464 -0.63124 1.08817
H 2.48073 -0.27620 -0.41506
H 1.19124 -1.82812 -0.26520
H -0.93849 -1.35871 -1.36286
H -1.64389 0.15480 -1.20868
```

## Properties
Total charge: +1
HOMO-LUMO gap, eV: 13.03
LUMO energy, eV: -3.355
SMILES: CC1(C)C[NH2+]1


Relative energies, kcal/mol: a 99.4; b 1.6; c 112.4; d 0.0.


--- a ---
C4H10N | ωB97M-V/def2-TZVPD

```
15
C4H10N | the Open Molecules 2025 dataset | ωB97M-V/def2-TZVPD
C 0.55952 0.73148 -1.89256
C 0.08063 0.96063 -0.44128
C -0.09855 -0.35328 0.29575
C 0.86110 -1.20016 0.61793
N -1.18531 -0.24742 1.37140
H -0.28079 0.60789 -2.57896
H 1.22258 1.48314 -2.29887
H 1.09191 -0.22153 -1.92496
H 0.89752 1.48312 0.05709
H -0.82295 1.56468 -0.42380
H 1.83915 -1.18794 0.17162
H 0.85264 -1.78395 1.52433
H -2.12354 -0.22218 0.97287
H -1.06503 0.50802 2.04344
H -1.08889 -1.16633 1.81786
```

## Properties
Total charge: +1
HOMO-LUMO gap, eV: 11.05
LUMO energy, eV: -4.002
SMILES: C=C([NH3+])CC


--- b ---
C4H10N | ωB97M-V/def2-TZVPD

```
15
C4H10N | the Open Molecules 2025 dataset | ωB97M-V/def2-TZVPD
C 2.97843 -0.34030 -0.37985
N 1.89377 0.28424 -0.13902
H 3.38124 -1.16849 0.24886
H 3.31852 -0.14708 -1.40033
H 1.63427 1.28010 -0.23641
H 1.12859 -0.18441 0.49528
C -2.70305 -0.18239 1.00417
C -1.50178 0.36886 0.19007
C -0.71710 -0.10695 -0.79971
H -2.51652 -1.04634 1.54855
H -3.02916 0.47035 1.80320
H -3.70358 -0.38304 0.41911
H -1.18539 1.34486 0.28661
H -0.25523 0.62036 -1.46228
H -0.36821 -1.21133 -0.81758
```

## Properties
Total charge: +1
HOMO-LUMO gap, eV: 7.22
LUMO energy, eV: -6.122


--- c ---
C4H10N | ωB97M-V/def2-TZVPD

```
15
C4H10N | the Open Molecules 2025 dataset | ωB97M-V/def2-TZVPD
C -0.33259 -0.32724 -1.75052
C -1.01256 -0.02084 -0.40282
C 0.06481 0.36787 0.61195
C 0.87940 1.40288 0.47282
N 0.44806 -0.73177 1.54558
H 0.33291 -1.19227 -1.69941
H -1.12130 -0.66556 -2.42817
H 0.20875 0.52933 -2.13427
H -1.71778 0.80170 -0.49261
H -1.56719 -0.90501 -0.08614
H 0.68570 2.31535 -0.06815
H 1.66562 1.49634 1.21908
H 0.75963 -1.52819 0.98289
H -0.41821 -1.06730 1.96501
H 1.12475 -0.47527 2.26477
```

## Properties
Total charge: +1
HOMO-LUMO gap, eV: 11.16
LUMO energy, eV: -3.805
SMILES: C=C([NH3+])CC


--- d ---
C4H10N | ωB97M-V/def2-TZVPD

```
15
C4H10N | the Open Molecules 2025 dataset | ωB97M-V/def2-TZVPD
C 0.97194 1.16241 1.11227
C 0.81830 -0.28255 0.28790
C 1.13410 -0.72500 -1.22156
C -2.64478 -0.24840 -0.12804
N -1.67815 0.59776 -0.26401
H 0.09253 1.27203 1.70947
H 1.92519 1.18174 1.66889
H 1.14837 1.93810 0.33437
H 1.10786 -0.98569 1.06273
H -0.33320 -0.13253 0.29219
H 2.18649 -0.65222 -1.53342
H 0.79737 -1.81991 -1.33954
H -2.39129 -1.27619 -0.23758
H -3.63629 0.11798 0.15671
H 0.50155 -0.14752 -1.90039
```

## Properties
Total charge: +1
HOMO-LUMO gap, eV: 7.00
LUMO energy, eV: -8.601


Relative energies, kcal/mol: a 7.6; b 71.7; c 0.0; d 123.3.